[1]
Molecular formula: C2H44O22
Method: DFT, wB97M-V/def2-TZVPD

Output
- LUMO level (eV) = 4.6
- net charge = -2
- HOMO-LUMO gap (eV) = 8.1
- M (g/mol) = 420.35

Cartesian coordinates (Å):
H1 -9.83 7.80 3.93
H2 -8.27 11.88 3.40
O1 -10.84 11.85 8.63
O2 -9.54 9.32 1.61
H3 -12.95 10.99 6.86
H4 -9.72 9.24 2.57
H5 -12.01 12.56 2.21
H6 -9.55 8.82 5.87
H7 -10.49 14.90 6.41
H8 -10.69 10.96 3.47
O3 -12.37 7.72 3.02
H9 -13.03 13.00 1.17
H10 -13.36 8.94 2.16
H11 -14.20 9.18 0.84
O4 -7.64 13.66 5.48
H12 -6.92 10.01 6.97
H13 -9.92 12.07 8.49
H14 -13.04 9.55 6.89
H15 -9.65 11.65 5.73
H16 -9.13 8.88 7.21
H17 -7.65 14.11 4.65
H18 -7.90 11.86 7.81
O5 -9.34 6.94 3.82
O6 -6.95 10.85 6.50
H19 -12.02 7.46 2.16
H20 -9.59 8.42 1.25
H21 -8.44 6.99 4.10
O7 -13.62 9.59 1.52
O8 -11.42 8.72 8.98
H22 -13.07 13.18 6.72
H23 -10.73 13.35 6.48
O9 -10.33 14.13 6.94
O10 -12.89 12.35 1.88
H24 -10.58 10.33 6.49
H25 -7.36 10.75 5.63
C1 -11.00 10.49 4.38
O11 -14.60 9.54 4.07
O12 -9.23 8.22 6.54
O13 -12.37 8.12 6.12
H26 -11.72 8.26 3.44
O14 -8.63 12.57 2.85
H27 -11.72 8.60 5.56
H28 -13.70 13.31 4.60
H29 -8.09 13.40 8.26
H30 -10.77 14.55 3.87
H31 -10.87 9.50 8.85
H32 -11.69 8.44 8.14
H33 -8.55 13.40 5.62
O15 -13.81 13.48 7.31
H34 -12.02 10.33 4.31
O16 -13.76 12.34 4.56
H35 -7.73 9.63 3.56
H36 -8.94 10.09 4.20
O17 -8.11 12.48 8.56
O18 -8.03 10.37 4.08
H37 -11.52 13.30 4.42
H38 -13.92 9.30 4.70
O19 -13.40 10.31 7.37
H39 -11.87 7.43 6.54
O20 -10.43 9.24 4.33
H40 -9.31 12.91 3.39
H41 -13.74 12.78 7.99
O21 -11.69 12.02 6.07
O22 -11.07 13.65 3.64
H42 -15.09 8.74 3.80
C2 -10.62 11.13 5.71
H43 -11.20 11.89 7.71
H44 -12.96 12.12 5.04

Which charges does Löwdin predict for the atoms? In e, they are: H -0.018; H -0.031; O -0.079; O -0.065; H -0.026; H -0.018; H -0.009; H -0.035; H 0.019; H 0.107; O -0.044; H 0.030; H -0.049; H 0.029; O -0.040; H 0.052; H -0.033; H -0.029; H 0.100; H 0.004; H 0.016; H 0.018; O -0.089; O -0.072; H 0.059; H 0.033; H 0.012; O -0.081; O -0.044; H -0.003; H -0.015; O -0.064; O -0.066; H 0.103; H -0.015; C -0.285; O -0.054; O -0.041; O -0.045; H -0.023; O -0.060; H 0.027; H 0.042; H 0.042; H 0.072; H 0.009; H -0.052; H -0.021; O -0.094; H 0.083; O -0.067; H 0.077; H -0.005; O -0.090; O -0.039; H 0.019; H -0.005; O -0.062; H 0.060; O -0.413; H -0.052; H 0.042; O -0.412; O -0.045; H 0.048; C -0.226; H -0.019; H -0.069

[2]
Molecular formula: C2H4AgBr2FPt
Method: DFT, wB97M-V/def2-TZVPD

Output
- spin multiplicity = 3
- LUMO level (spin up / spin down) (eV) = -9.3 / -12.8
- net charge = +2
- HOMO-LUMO gap (spin up / spin down) (eV) = 7.4 / 3.9
- M (g/mol) = 509.81

Cartesian coordinates (Å):
F1 24.79 -13.67 -9.32
H1 27.57 -13.36 -8.72
Br1 28.33 -15.80 -9.46
C1 28.90 -13.02 -10.44
Br2 28.55 -11.04 -10.46
Ag1 24.29 -14.57 -7.16
H2 29.91 -13.23 -10.07
H3 29.02 -13.32 -11.48
H4 26.98 -13.93 -10.34
C2 27.83 -13.85 -9.66
Pt1 23.59 -11.82 -9.13

Which charges does Löwdin predict for the atoms? In e, they are: F -0.628; H 0.052; Br 0.678; C -0.480; Br 1.140; Ag 0.875; H 0.093; H 0.097; H 0.030; C -0.641; Pt 0.785

[3]
Molecular formula: C2H4AgF3O
Method: DFT, wB97M-V/def2-TZVPD

Output
- spin multiplicity = 3
- LUMO level (spin up / spin down) (eV) = 0.8 / -4.5
- HOMO-LUMO gap (spin up / spin down) (eV) = 6.9 / 6.0
- M (g/mol) = 208.92

Cartesian coordinates (Å):
F1 0.75 0.01 -1.55
C1 -0.35 -0.11 -0.78
H1 -1.19 0.53 -1.25
H2 1.91 0.07 0.68
C2 0.96 0.04 1.24
H3 0.73 -0.98 1.59
H4 1.01 0.73 2.09
Ag1 -1.34 2.17 1.14
O1 -0.16 0.49 0.43
F2 -1.82 -1.51 -3.02
F3 -0.49 -1.44 -0.58

Which charges does Löwdin predict for the atoms? In e, they are: F 0.089; C -0.524; H 0.170; H 0.101; C -0.047; H 0.095; H 0.075; Ag 0.270; O -0.354; F 0.029; F 0.095

[4]
Molecular formula: C2H4BFO2
Method: DFT, wB97M-V/def2-TZVPD

Output
- LUMO level (spin up / spin down) (eV) = -0.6 / 0.3
- HOMO-LUMO gap (spin up / spin down) (eV) = 7.7 / 9.6
- M (g/mol) = 89.86

Cartesian coordinates (Å):
O1 0.20 0.41 2.07
H1 1.70 1.77 0.67
H2 0.59 1.13 2.43
F1 -1.79 -1.47 -2.19
C1 -0.76 -0.66 -1.83
C2 -0.46 -0.77 0.17
B1 0.57 0.17 0.76
O2 1.50 1.06 0.16
H3 -0.49 0.01 -2.59
H4 -1.05 -1.65 0.35

Which charges does Löwdin predict for the atoms? In e, they are: O 0.163; H 0.029; H 0.047; F -0.060; C 0.040; C 0.240; B -0.691; O 0.152; H 0.042; H 0.038

[5]
Molecular formula: C2H4BNO2
Method: DFT, wB97M-V/def2-TZVPD

Output
- LUMO level (eV) = -0.3
- HOMO-LUMO gap (eV) = 9.1
- M (g/mol) = 84.87

Cartesian coordinates (Å):
H1 -1.09 0.28 -2.09
H2 2.16 0.88 1.37
H3 1.46 0.88 -0.30
H4 2.38 -0.45 0.44
B1 -0.88 -0.14 -0.32
O1 0.44 -0.25 1.12
C1 1.57 0.33 0.64
N1 -3.31 -1.13 0.38
O2 -0.52 0.46 -1.37
C2 -2.21 -0.84 0.12

Which charges does Löwdin predict for the atoms? In e, they are: H 0.126; H 0.075; H 0.064; H 0.090; B -0.286; O -0.169; C -0.282; N 0.161; O 0.268; C -0.045

[6]
Molecular formula: C2H4Br2
Method: DFT, wB97M-V/def2-TZVPD

Output
- LUMO level (eV) = 0.6
- HOMO-LUMO gap (eV) = 10.3
- M (g/mol) = 187.86

Cartesian coordinates (Å):
Br1 -1.05 1.91 -0.69
H1 0.98 0.53 -1.06
C1 0.38 0.60 -0.16
Br2 -1.72 -1.21 -0.44
H2 -0.20 -0.76 1.43
H3 1.00 1.15 0.56
H4 0.66 -1.48 0.01
C2 -0.07 -0.75 0.35

Which charges does Löwdin predict for the atoms? In e, they are: Br 0.514; H 0.050; C -0.645; Br 0.623; H 0.061; H 0.052; H 0.060; C -0.715

[7]
Molecular formula: C2H4Br3P
Method: DFT, wB97M-V/def2-TZVPD

Output
- LUMO level (eV) = -0.1
- HOMO-LUMO gap (eV) = 9.6
- M (g/mol) = 298.74

Cartesian coordinates (Å):
H1 1.84 0.54 -1.52
H2 -0.88 0.60 -0.44
P1 2.64 -0.03 0.80
Br1 1.11 2.53 0.56
C1 -0.14 0.00 -0.09
H3 -0.23 -0.96 -0.46
Br2 2.40 -2.19 0.38
C2 1.23 0.67 -0.18
Br3 4.28 0.49 -0.65
H4 -0.47 -0.17 1.03

Which charges does Löwdin predict for the atoms? In e, they are: H 0.152; H 0.022; P 0.068; Br 0.561; C -0.262; H 0.014; Br 0.218; C -1.095; Br 0.198; H 0.124

[8]
Molecular formula: C2H4BrCl
Method: DFT, wB97M-V/def2-TZVPD

Output
- LUMO level (eV) = 0.8
- HOMO-LUMO gap (eV) = 11.0
- M (g/mol) = 143.41
- SMILES string = ClCCBr

Cartesian coordinates (Å):
Br1 0.83 -1.88 -1.03
H1 1.42 0.67 -0.32
Cl1 -0.92 1.36 1.35
C1 0.79 -0.20 -0.04
H2 1.25 -0.42 0.84
H3 -1.06 0.82 -0.89
C2 -0.85 0.25 0.02
H4 -1.45 -0.60 0.07

Which charges does Löwdin predict for the atoms? In e, they are: Br 0.594; H 0.068; Cl 0.567; C -0.631; H -0.018; H 0.059; C -0.657; H 0.017

[9]
Molecular formula: C2H4BrCl
Method: DFT, wB97M-V/def2-TZVPD

Output
- LUMO level (eV) = 0.8
- HOMO-LUMO gap (eV) = 11.0
- M (g/mol) = 143.41

Cartesian coordinates (Å):
H1 -1.41 0.54 -0.47
C1 0.71 0.09 -0.26
Cl1 1.65 -1.24 -0.36
H2 -1.11 -0.01 1.07
H3 -1.04 -1.21 -0.24
C2 -0.77 -0.21 0.04
H4 0.73 0.82 -1.07
Br1 1.25 1.22 1.30

Which charges does Löwdin predict for the atoms? In e, they are: H 0.086; C -1.251; Cl 0.687; H 0.048; H 0.053; C -0.243; H 0.051; Br 0.570

[10]
Molecular formula: C2H4BrCl
Method: DFT, wB97M-V/def2-TZVPD

Output
- LUMO level (eV) = 0.4
- HOMO-LUMO gap (eV) = 10.3
- M (g/mol) = 143.41
- SMILES string = C=CCl.Br

Cartesian coordinates (Å):
C1 -0.72 0.56 0.93
H1 0.28 0.74 1.21
H2 -2.35 -0.63 0.27
Cl1 -1.83 1.91 1.12
H3 3.60 -0.17 -3.00
C2 -1.21 -0.61 0.61
H4 -0.69 -1.58 0.54
Br1 2.91 -0.21 -1.67

Which charges does Löwdin predict for the atoms? In e, they are: C -0.644; H 0.043; H 0.097; Cl 0.557; H -0.227; C -0.112; H 0.061; Br 0.226

[11]
Molecular formula: C2H4BrN
Method: DFT, wB97M-V/def2-TZVPD

Output
- LUMO level (spin up / spin down) (eV) = 0.3 / 0.3
- HOMO-LUMO gap (spin up / spin down) (eV) = 9.2 / 9.2
- M (g/mol) = 121.96

Cartesian coordinates (Å):
Br1 -2.07 -0.21 0.01
C1 -0.71 1.10 0.06
H1 -0.22 1.42 -0.88
H2 -0.95 1.96 0.78
N1 1.10 0.08 0.39
H3 1.86 -1.56 -0.35
H4 -0.01 -1.67 -0.11
C2 1.00 -1.13 0.09

Which charges does Löwdin predict for the atoms? In e, they are: Br 0.642; C -0.539; H 0.029; H 0.038; N -0.006; H 0.048; H 0.019; C -0.230

[12]
Molecular formula: C2H4BrN
Method: DFT, wB97M-V/def2-TZVPD

Output
- LUMO level (spin up / spin down) (eV) = -3.7 / -3.7
- HOMO-LUMO gap (spin up / spin down) (eV) = 5.6 / 5.6
- M (g/mol) = 121.96

Cartesian coordinates (Å):
H1 0.42 1.29 0.60
Br1 -1.47 -2.30 2.68
N1 0.63 -0.53 1.10
H2 1.19 -0.48 -0.95
H3 -0.30 -1.46 -0.34
C1 0.37 -0.66 -0.26
H4 -1.24 0.87 0.88
C2 -0.20 0.47 0.58

Which charges does Löwdin predict for the atoms? In e, they are: H 0.079; Br -0.229; N 0.132; H 0.125; H 0.088; C -0.165; H 0.164; C -0.194

Q: Look up the M of the eleventh one.
A: 121.96 g/mol